(1)
DFT (ωB97M-V/def2-TZVPD) results for a structure of composition C34H38N2OP2PtS.

Structure (XYZ):
```
79
Properties=species:S:1:pos:R:3
C 0.126 -3.361 3.512
C 0.059 4.911 -1.247
C 0.254 1.054 -3.336
C 2.055 -0.287 3.145
C 1.527 -3.424 -2.923
C 3.609 -1.014 1.441
H -2.126 4.776 0.871
H 1.223 1.023 -2.851
C -2.089 0.502 -3.365
C 1.214 -1.298 1.113
H 0.525 4.305 -2.024
H -2.958 0.029 -2.927
H 0.761 5.671 -0.909
C -0.782 -3.285 -1.383
H 1.142 -3.041 3.310
C -0.102 -2.113 -1.715
H 2.715 -1.883 -0.318
C 1.058 -2.194 -2.486
H -2.824 0.252 -0.509
H 0.709 -5.407 3.765
C -1.969 3.976 0.143
H 2.418 -3.466 -3.535
O -0.050 2.367 -0.672
S -0.189 3.705 0.096
N 3.690 3.199 2.033
H 1.876 0.148 4.121
P -0.649 -0.477 -1.184
H -1.583 -6.187 4.263
P -0.645 -0.644 3.309
H -2.292 3.543 -1.943
C 0.120 1.694 -4.557
H 4.200 -0.250 3.343
C 2.541 -1.397 0.635
H -2.431 3.063 0.516
H -3.286 -1.654 1.158
H -3.185 1.187 -5.073
H 1.208 -5.546 -2.934
H 5.315 3.322 0.628
H -0.849 -5.411 -1.560
C 3.509 2.112 0.158
H 1.791 2.621 2.827
C 0.847 -4.587 -2.589
H 4.624 -1.159 1.096
H -1.632 -2.129 1.036
H -1.333 5.686 -2.713
C -2.288 -1.262 0.955
C 0.968 -0.691 2.387
H 0.985 2.145 -5.027
H -3.035 -2.191 3.869
C -0.114 -4.705 3.774
H -1.225 2.247 -6.134
H -3.364 4.792 -1.300
H 3.650 1.679 -0.816
C -2.207 -2.889 3.821
C -0.918 -2.441 3.522
C -0.305 -4.513 -1.820
C -2.222 1.155 -4.583
C -1.398 -5.142 4.055
H -1.515 6.384 -1.108
H -1.604 0.721 1.580
N 2.366 1.894 0.901
H -3.448 -4.559 4.316
C 3.365 -0.499 2.699
C 4.343 2.923 0.858
C -0.850 0.455 -2.728
H -2.834 -1.385 -1.148
H 0.470 -1.946 0.678
C -1.121 1.750 -5.179
H -2.802 0.027 2.627
H 4.034 3.787 2.777
C -2.302 -0.707 -0.478
C -2.445 -4.228 4.081
Pt 0.848 0.649 0.082
H 1.597 -1.298 -2.771
C -1.314 5.458 -1.649
C -2.349 4.401 -1.269
H -1.692 -3.285 -0.799
C -1.921 -0.225 2.032
C 2.505 2.571 2.024
```

Computed properties:
Total charge: +2
Energy above the lowest of the compared OMol25 structures with the same formula, charge and spin (kcal/mol): 40.1

In the Löwdin picture, each atom carries the following charge in e: -0.090 -0.268 -0.124 -0.131 -0.054 -0.057 0.112 0.086 -0.072 -0.288 0.099 0.103 0.099 -0.072 0.099 -0.348 0.111 -0.100 0.099 0.112 -0.298 0.117 -0.698 1.025 0.103 0.106 0.937 0.113 1.082 0.112 -0.058 0.127 -0.064 0.093 0.121 0.117 0.119 0.132 0.118 -0.115 0.144 -0.045 0.123 0.074 0.128 -0.277 -0.423 0.115 0.108 -0.065 0.117 0.130 0.115 -0.106 -0.394 -0.045 -0.056 -0.065 0.124 0.039 -0.126 0.114 -0.037 -0.042 -0.353 0.096 0.072 -0.054 0.077 0.175 -0.302 -0.063 0.953 0.100 -0.200 -0.211 0.102 -0.368 -0.179

=====

(2)
DFT (ωB97M-V/def2-TZVPD) results for a structure of composition C34H39AuBrNO2Si2.

Structure (XYZ):
```
80
Properties=species:S:1:pos:R:3
H -0.536 2.972 3.623
H -4.237 -1.843 -2.422
H 2.395 -1.752 2.433
C 2.910 -6.540 0.428
C -4.335 -1.154 0.529
H 5.629 1.559 4.349
H -0.112 -4.576 5.602
C 0.772 -3.142 2.648
C 2.555 2.467 -1.829
H -2.976 -1.955 2.034
H -0.695 -1.265 3.137
H -1.611 -4.184 -0.232
H 2.996 2.927 -0.954
C 2.210 -5.460 0.953
H -1.699 2.474 2.367
C -3.841 -2.435 -1.591
C 0.439 -3.954 4.907
C 1.035 -5.216 -1.117
H 3.712 2.376 5.683
H 2.941 0.209 1.314
H 1.545 -6.606 -2.668
H 0.307 -4.701 -1.739
C 0.391 2.835 -0.669
H -1.679 0.062 3.761
H 2.412 -5.141 1.969
H -5.793 -2.213 -0.672
C 1.730 -6.292 -1.648
H 1.419 2.079 4.863
C 0.596 1.766 -3.004
O 0.634 3.935 -0.227
H -4.346 -0.234 -0.061
H 0.695 -1.818 -1.214
C -2.919 -1.407 1.089
H 4.426 2.116 -2.811
H -0.116 -0.341 4.514
H 3.648 -7.051 1.034
C 2.005 1.121 3.022
H -2.400 -0.834 -1.388
H -2.441 -0.435 1.298
H 3.366 1.159 -4.839
Br -1.284 1.562 -3.191
H -5.034 -1.020 1.357
H -0.744 -4.557 3.234
H 3.224 -7.791 -1.288
C -0.656 -0.267 3.566
Si 0.410 -3.217 0.814
C 1.168 2.335 -1.870
C 1.380 1.353 -4.073
H 5.230 0.437 2.182
C 1.507 -3.188 5.356
Au 0.252 0.137 0.236
H -3.792 -3.474 -1.922
H 1.794 -3.213 6.400
O -0.482 1.995 -0.156
C 2.249 1.729 4.257
C 2.758 1.478 -4.003
C 2.674 -6.955 -0.874
C 4.619 1.430 3.983
C 2.209 -2.394 4.459
C -0.640 2.586 2.604
C -4.755 -2.327 -0.357
C 4.396 0.811 2.762
Si 0.224 0.962 2.482
C 0.981 -1.738 -0.155
C 1.842 -2.379 3.122
N -2.131 -2.180 0.154
C 3.100 0.669 2.283
H -4.694 -3.249 0.227
H -0.228 3.310 1.901
C 3.349 2.026 -2.873
H 3.043 -1.788 4.796
H -1.673 -2.369 -1.872
C 3.543 1.891 4.730
C -2.434 -1.917 -1.231
C 0.082 -3.936 3.565
H -1.904 -3.803 1.468
C -1.465 -3.418 0.540
H 2.075 -1.686 -0.110
H 0.908 0.941 -4.955
C 1.254 -4.779 0.194
```

Computed properties:
Total charge: 0
Energy above the lowest of the compared OMol25 structures with the same formula, charge and spin (kcal/mol): 43.3

In the Löwdin picture, each atom carries the following charge in e: 0.045 0.106 0.078 -0.087 -0.173 0.103 0.102 -0.289 -0.026 0.118 0.001 0.082 0.123 -0.087 0.046 -0.166 -0.079 -0.104 0.104 0.069 0.101 0.096 -0.634 0.041 0.096 0.104 -0.091 0.102 -0.615 0.094 0.111 0.010 -0.202 0.105 0.046 0.101 -0.283 0.080 0.082 0.106 0.792 0.107 0.100 0.100 -0.177 0.610 -0.205 -0.133 0.105 -0.083 1.030 0.101 0.102 -0.298 -0.096 -0.079 -0.094 -0.085 -0.076 -0.180 -0.193 -0.079 0.582 -0.374 -0.113 -0.254 -0.131 0.110 0.021 -0.073 0.106 0.112 -0.082 -0.212 -0.097 0.073 -0.207 -0.001 0.096 -0.238

=====

(3)
DFT (ωB97M-V/def2-TZVPD) results for a structure of composition C34H39BCeN8O4S.

Structure (XYZ):
```
88
Properties=species:S:1:pos:R:3
C -0.325 2.644 -1.570
N 2.776 -0.281 0.518
C 4.910 -5.941 0.325
H 2.369 4.426 -2.582
H -1.918 3.813 3.084
C -3.466 4.953 0.270
H 4.300 -1.770 2.411
C -3.321 -2.653 -2.933
C -3.756 -1.872 -1.701
H -2.376 -0.605 2.376
C 4.505 -4.567 0.732
C -4.097 6.227 2.210
H -4.053 -2.550 -3.733
C -1.907 3.006 0.402
H -3.669 -0.787 -1.733
H -3.543 4.771 -0.793
O -3.684 2.383 -1.153
N 3.474 -2.678 0.662
C -4.177 5.992 0.843
O -2.415 0.769 -0.308
H 1.494 5.949 -0.844
H 2.401 3.149 2.696
C -0.120 4.662 -0.289
H -2.671 -4.728 -3.188
H 5.704 -4.088 2.568
H -2.366 -2.270 -3.300
H -4.164 -4.528 -2.285
H 5.946 -6.134 0.595
C 4.275 -2.633 1.766
H 4.804 -6.065 -0.751
C -1.852 -1.168 3.156
C 4.966 -3.808 1.837
C -0.626 -1.833 2.627
H -4.799 6.618 0.219
H -2.626 -4.854 -0.451
H 0.893 -3.173 -3.965
H 0.407 0.479 -4.089
H 1.049 3.132 1.568
C -0.172 -0.379 -3.748
N 1.730 -1.910 -1.081
H 1.802 -3.951 2.081
B 2.334 -1.755 0.365
C 0.820 2.973 -2.291
N 1.920 0.741 0.835
C -2.814 2.047 -0.406
H -0.480 5.327 0.485
C -0.082 -3.077 2.928
H -1.603 -0.485 3.970
H -1.304 -4.040 -1.316
C 2.681 1.822 1.080
C 0.998 5.006 -1.035
C -3.178 -4.095 -2.461
H -1.072 -0.012 -3.243
C -2.664 4.134 1.066
H -0.454 -3.803 3.629
Ce -0.294 0.224 -0.029
S -2.700 -2.451 -0.360
H -2.549 -1.906 3.547
N 3.606 -3.886 0.045
N 1.063 -0.854 -1.657
H -4.655 7.041 2.653
C -2.572 4.381 2.431
O -1.185 2.190 1.379
C -3.292 5.424 3.001
H 2.561 3.950 1.140
O -1.347 -1.721 -0.579
H -3.214 5.607 4.063
C -0.786 3.469 -0.532
H 4.870 2.165 0.984
N 1.201 -2.042 1.442
C 1.066 -3.167 2.158
H -0.502 -0.921 -4.631
C -2.383 -4.060 -1.153
C 0.635 -1.270 -2.864
C 2.131 3.085 1.640
H -0.949 1.828 -1.946
H 2.235 -3.849 -1.660
H 4.291 -6.691 0.820
C 1.491 4.154 -2.012
H 1.157 2.334 -3.095
H -4.773 -2.131 -1.394
C 4.036 0.182 0.513
C 1.717 -2.944 -1.929
H -1.745 2.085 2.165
C 1.038 -2.578 -3.079
N 0.162 -1.213 1.735
H 4.858 -0.476 0.287
C 4.023 1.513 0.863
```

Computed properties:
Total charge: +2
Energy above the lowest of the compared OMol25 structures with the same formula, charge and spin (kcal/mol): 0.0

In the Löwdin picture, each atom carries the following charge in e: -0.099 0.027 -0.022 0.124 0.114 -0.011 0.131 -0.204 -0.277 0.072 -0.334 -0.052 0.132 -0.278 0.090 0.125 0.183 -0.027 -0.039 -0.196 0.128 0.106 0.009 0.128 0.114 0.101 0.125 0.085 -0.080 0.081 0.009 0.007 -0.305 0.118 0.102 0.124 0.086 0.056 0.009 0.058 0.139 -0.627 -0.026 -0.017 -0.489 0.140 0.039 0.101 0.094 -0.282 -0.026 -0.199 0.080 -0.164 0.125 1.448 1.107 0.100 0.113 -0.043 0.116 -0.026 -0.079 -0.054 0.091 -0.614 0.115 -0.129 0.126 0.055 0.006 0.100 -0.260 -0.315 0.010 0.095 0.116 0.084 -0.029 0.110 0.117 -0.015 -0.008 0.124 0.027 -0.069 0.143 0.032